The following is a quantum chemistry calculation of the molecule C6H9N, from OMol25.

The value obtained for the total energy is -7857.1451 eV. For the largest force on an atom, the calculation gives 0.34 eV/Å. Its spin multiplicity is 1.

Last column: natural (NBO) charge in e.
Positions of all 16 atoms, in Å:
C  -2.23  -0.37  -0.43  -0.626
C  -1.18  0.26  0.43  0.092
C  -0.66  1.54  0.38  -0.276
C  0.77  1.42  0.36  -0.315
C  1.07  0.08  0.43  0.141
C  2.21  -0.78  -0.06  -0.636
N  -0.11  -0.58  0.58  -0.505
H  -2.48  -1.38  -0.11  0.205
H  -3.12  0.22  -0.59  0.223
H  -1.73  -0.47  -1.41  0.208
H  -1.23  2.45  0.26  0.218
H  1.46  2.24  0.19  0.219
H  1.88  -1.82  -0.06  0.206
H  2.39  -0.52  -1.10  0.225
H  3.14  -0.72  0.49  0.221
H  -0.19  -1.58  0.65  0.400